{"formula": "C5H10O3V", "method": "ωB97M-V with the def2-TZVPD basis set", "elements": ["O", "C", "C", "O", "C", "C", "O", "C", "V", "H", "H", "H", "H", "H", "H", "H", "H", "H", "H"], "xyz": [[2.3585, 0.9786, -1.0645], [2.7429, -0.0231, -0.2011], [1.7987, -1.2026, -0.5130], [0.4837, -0.9603, -0.0340], [-0.6479, -1.4293, -0.8805], [-1.8604, -0.6205, -0.6602], [-1.4385, 0.7874, -0.8508], [-2.4693, 1.6618, -1.2301], [0.1413, 1.0028, 0.3811], [3.1043, 0.6429, 0.6332], [3.5085, -0.6681, 0.3058], [2.1604, -2.1081, 0.0031], [1.7684, -1.4554, -1.5859], [-0.8318, -2.4835, -0.6244], [-0.2731, -1.3735, -1.9151], [-2.1651, -0.6934, 0.4053], [-2.0463, 2.6706, -1.3350], [-2.9019, 1.3370, -2.1890], [-3.2683, 1.6831, -0.4705]], "lowdin_charge": [-0.35, -0.51, -0.23, -0.35, -0.25, -0.24, -0.49, -0.16, 0.70, 0.09, 0.07, 0.10, 0.12, 0.11, 0.11, 0.04, 0.08, 0.08, 0.08], "charge": -1, "e_lumo_ev": [3.53, 3.66], "e_homo_ha": [-0.06235, -0.11795], "s_squared": 6.006, "spin_multiplicity": 5, "largest_force_ha_per_bohr": 0.07951, "e_tot_ha": -1365.96189}